This record from OMol25 describes C34H20BrCl5N3OTi as an isolated structure in a non-equilibrium geometry. The level of theory is the ωB97M-V functional and the def2-TZVPD basis.

Each line ends with the Mulliken spin population.
Atoms and positions in Å:
Ti: 0.3822 0.0225 0.1614  0.9537
Br: -2.3617 -4.8428 4.7739  0.0000
C: -1.8656 -3.2601 3.8308  -0.0782
C: -2.8460 -2.3330 3.4986  0.1660
C: -2.4789 -1.1895 2.8070  -0.0773
C: -1.1557 -0.9429 2.4191  0.1706
O: -0.8470 0.1730 1.7894  0.0409
C: -0.1534 -1.9229 2.7618  -0.1204
C: 1.2163 -1.7290 2.4560  0.5930
N: 1.6019 -0.7288 1.5981  0.0223
C: 2.6433 0.1120 1.8918  -0.0555
C: 3.7763 -0.1946 2.6278  0.1330
C: 4.7520 0.7708 2.9207  -0.0208
C: 4.6347 2.0683 2.5043  0.0678
C: 3.5046 2.4370 1.7378  -0.0217
C: 3.3270 3.7348 1.2216  0.0220
C: 2.2468 4.0268 0.4366  -0.0115
C: 1.3236 3.0102 0.1659  0.0564
N: 1.4517 1.7931 0.6461  0.0175
C: 2.5282 1.4708 1.4229  -0.0212
C: -0.5515 -3.0706 3.4812  0.1245
H: -3.8781 -2.5071 3.7720  0.0127
H: -3.2219 -0.4503 2.5330  -0.0003
H: 1.9714 -2.2642 3.0216  0.0250
H: 3.9078 -1.2026 2.9976  0.0177
H: 5.6183 0.4683 3.4975  -0.0025
H: 5.3882 2.8118 2.7342  0.0043
H: 4.0760 4.4889 1.4384  0.0002
H: 2.0947 5.0070 0.0079  -0.0002
H: 0.4685 3.1938 -0.4716  -0.0061
H: 0.1940 -3.8120 3.7434  -0.0006
C: -3.4156 2.8000 -2.6105  0.0000
C: -3.4714 1.5368 -3.1929  0.0005
C: -2.8338 0.4534 -2.6158  -0.0066
C: -2.1146 0.6061 -1.4186  -0.0170
C: -2.0954 1.8759 -0.8202  0.0112
C: -2.7244 2.9587 -1.4196  0.0090
N: -1.3428 -0.3964 -0.8593  -0.0229
C: -1.7477 -1.7058 -0.7215  -0.0391
C: -0.7571 -2.6447 -0.3903  0.0747
C: -1.0745 -3.9642 -0.1251  0.0162
C: -2.3901 -4.4000 -0.2145  -0.0042
C: -3.3759 -3.4849 -0.5601  0.0010
C: -3.0723 -2.1559 -0.8056  0.0072
H: -3.9110 3.6418 -3.0781  0.0001
H: -4.0041 1.3986 -4.1267  -0.0001
H: -2.8484 -0.5128 -3.1015  -0.0003
H: -1.6313 1.9807 0.1544  -0.0033
H: -2.6907 3.9280 -0.9343  0.0003
H: 0.2987 -2.3605 -0.3818  -0.0365
H: -0.2869 -4.6544 0.1523  0.0052
H: -2.6430 -5.4327 -0.0101  -0.0007
H: -4.4098 -3.8067 -0.6225  -0.0010
H: -3.8628 -1.4524 -1.0331  0.0008
Cl: 3.8751 1.0345 -1.2131  -0.0011
C: 2.5225 0.9748 -2.3363  -0.0037
C: 1.5260 0.0210 -2.1301  -0.0096
C: 0.7458 -0.1776 -3.2759  0.0170
Cl: -0.2408 -1.6155 -3.3881  0.0009
C: 0.7646 0.6459 -4.4005  -0.0077
Cl: -0.3134 0.3926 -5.7267  -0.0003
C: 1.6721 1.6995 -4.4537  0.0063
Cl: 1.6883 2.7785 -5.7990  0.0006
C: 2.6029 1.8345 -3.4313  -0.0074
Cl: 3.8142 3.0647 -3.5364  -0.0005

Forces on the atoms, in the same order (eV/Å):
-1.0 -0.6 -0.3
0.0 0.0 0.0
0.0 0.0 0.0
0.0 0.0 0.0
0.1 0.0 0.0
0.1 0.0 0.0
0.1 0.0 -0.2
0.0 0.0 0.0
0.0 0.1 0.1
0.2 0.3 -0.2
0.2 0.2 0.0
-0.2 -0.2 0.1
0.0 0.1 0.0
0.0 0.0 0.0
0.0 0.0 0.0
0.0 0.1 0.0
0.0 0.0 0.0
0.0 0.0 0.0
0.2 0.0 0.2
0.0 0.1 0.1
0.0 0.0 0.0
0.0 0.0 0.0
0.0 0.0 0.0
0.0 -0.1 -0.1
0.0 0.0 0.0
0.0 0.0 0.0
0.0 0.0 0.0
0.0 0.0 0.0
0.0 0.0 0.0
-0.1 0.0 0.0
0.0 0.0 0.0
0.0 0.0 0.0
0.0 0.0 0.0
0.0 0.0 0.0
0.0 0.0 -0.1
0.0 0.0 -0.1
0.0 0.0 0.0
0.3 0.0 0.1
-0.1 0.0 0.0
0.0 -0.2 0.0
0.0 0.1 0.1
0.0 0.0 0.0
0.0 0.0 0.0
0.0 0.0 0.0
0.0 0.0 0.0
0.0 0.0 0.0
0.0 0.0 0.0
0.0 0.0 0.1
0.0 0.0 0.0
-0.1 0.0 -0.1
0.0 0.0 0.0
0.0 0.0 0.0
0.0 0.0 0.0
0.0 0.0 0.0
-0.1 0.0 -0.1
0.1 -0.1 0.0
-0.2 0.3 0.2
0.0 -0.1 0.1
0.1 0.0 -0.1
0.0 0.0 0.0
0.0 0.0 0.0
0.0 0.0 0.0
0.0 0.0 0.0
-0.1 0.0 0.0
0.0 0.0 0.0

The net charge is -1. The spin multiplicity is 3. Its LUMO energy (spin up / spin down) is 1.89 / 1.80 eV. Its expectation value of S² is 2.040.

This record from OMol25 describes C34H21Cl2CuN8O2Se as an isolated structure in a non-equilibrium geometry. The level of theory is the ωB97M-V functional and the def2-TZVPD basis.

Each line ends with the Mulliken charge.
Atoms and positions in Å:
Cu: 1.7486 -2.4121 0.1661  -0.1236
C: -6.9507 7.7382 -1.9075  -0.7762
O: -5.7608 7.7704 -1.0901  -0.4248
C: -5.2329 6.5670 -0.7238  0.9890
C: -4.0268 6.6740 -0.0096  -0.3488
C: -3.3632 5.5480 0.4591  -0.6309
C: -3.8889 4.2701 0.1110  0.2560
C: -5.0952 4.1932 -0.5556  -0.6894
C: -5.8092 5.3103 -0.9849  -0.7522
C: -3.0311 3.0974 0.3281  0.2156
N: -1.8480 3.0995 1.0017  -0.7864
C: -1.3128 1.8874 0.7576  0.8583
C: -2.1951 1.0409 0.1136  -0.0128
N: -3.2971 1.8260 -0.1547  -0.0490
C: -1.9937 -0.3087 -0.1469  0.3893
C: -2.8598 -1.1625 -0.7823  -0.3167
C: -2.4371 -2.4751 -1.0011  -0.9363
C: -1.1241 -2.7991 -0.7785  -0.5958
N: -0.2514 -1.9743 -0.1325  0.2299
C: -0.6491 -0.7330 0.1368  0.2983
C: 0.3635 0.1541 0.7086  0.3269
N: 1.6312 -0.2924 0.8722  -0.1913
C: 2.5241 0.5562 1.4057  -0.1145
C: 2.2854 1.8585 1.8378  -0.9090
C: 0.9827 2.3471 1.6631  -0.2087
C: 0.0427 1.5059 1.0770  0.1673
H: -7.3033 8.7999 -1.9562  0.2449
H: -7.7658 7.1103 -1.5216  0.2868
H: -6.7237 7.4944 -2.9532  0.3385
H: -3.6282 7.6731 0.1999  0.3825
H: -2.4093 5.6205 0.9820  0.4438
H: -5.4865 3.2172 -0.7744  0.2767
H: -6.7667 5.1652 -1.4295  0.3152
H: -4.1239 1.6365 -0.7256  0.2532
H: -3.9053 -0.8482 -0.9374  0.3140
H: -3.0866 -3.2297 -1.4250  0.4104
H: -0.7705 -3.7914 -1.0375  0.3424
H: 3.5860 0.1960 1.4738  0.3038
H: 3.1408 2.4803 2.0746  0.3856
H: 0.7286 3.4452 1.7803  0.3811
Cl: 0.3490 -4.5431 4.4135  -0.2383
C: 1.9043 -4.2979 3.8757  0.0457
C: 2.9778 -4.6113 4.6840  -0.3072
C: 4.3410 -4.4187 4.2918  0.0770
Cl: 5.6185 -4.7287 5.3699  -0.2698
C: 4.6158 -3.9918 2.9182  -0.0059
C: 5.8904 -4.0021 2.3445  -0.5265
C: 6.0508 -3.4470 1.0643  -0.9350
C: 4.9455 -2.9502 0.3758  -0.1798
N: 3.7080 -3.0111 0.8510  -0.1242
C: 3.5442 -3.4718 2.1453  0.5349
C: 2.1538 -3.7247 2.5610  0.4339
O: 1.1781 -3.3367 1.8310  -0.7012
H: 2.7881 -4.9709 5.7130  0.3572
H: 6.7275 -4.4081 2.9034  0.3875
H: 6.9941 -3.4678 0.5524  0.3949
H: 5.0879 -2.4808 -0.5711  0.5257
Se: 2.6195 0.5828 -3.5758  0.2390
N: 2.7886 -0.8084 -4.7269  -0.8294
C: 2.4743 -1.9311 -4.0865  0.7815
C: 2.4207 -3.2503 -4.6910  -0.6203
C: 2.1673 -4.2585 -3.7669  -0.6246
C: 1.8926 -4.0103 -2.4000  -0.3431
N: 1.9204 -2.8169 -1.8381  0.1352
C: 2.1387 -1.7603 -2.6563  0.3479
N: 2.1739 -0.5055 -2.1653  -0.3098
H: 2.5984 -3.4538 -5.7484  0.4181
H: 2.2809 -5.3294 -4.0557  0.3213
H: 1.7133 -4.8519 -1.7333  0.4723

Forces on the atoms, in the same order (eV/Å):
0.7 0.4 -0.4
0.1 1.5 -0.2
-1.0 -0.6 -0.5
-0.2 -0.1 0.0
0.3 -0.2 0.5
-0.6 -0.3 -1.0
1.0 0.6 0.4
0.0 0.0 -0.1
1.2 0.6 0.8
1.2 -1.0 1.4
-1.9 1.1 -1.9
0.3 -0.4 0.5
-0.8 1.7 0.3
-0.5 1.4 -0.1
2.2 -0.2 -0.4
-1.0 -1.1 0.6
-0.6 0.7 -0.8
1.1 0.4 1.5
-1.7 -0.3 -1.6
-0.4 -0.8 -0.1
0.9 1.5 1.0
-0.2 0.8 0.3
1.0 -1.1 -0.1
-1.2 0.1 -1.0
0.8 1.3 -0.4
-0.8 -1.6 -0.2
0.2 -0.9 0.3
0.4 0.1 0.1
0.1 -0.4 0.3
-0.3 -0.4 -0.2
-0.3 -0.1 -0.1
-0.3 -0.3 -0.1
-0.4 0.1 -0.4
0.8 -0.2 0.4
0.6 -0.3 -0.1
-0.1 0.1 -0.1
0.2 0.1 0.2
-1.2 0.0 -0.1
-0.3 0.0 0.4
0.2 -1.6 0.2
-1.7 -0.2 0.4
2.6 0.8 -2.3
2.5 0.2 0.8
-2.7 0.1 -1.9
0.6 -0.3 0.5
-0.5 0.2 2.1
0.5 0.9 -1.5
-0.1 -1.0 1.4
-0.9 -0.1 0.9
0.7 0.0 1.4
-0.6 -1.5 -0.9
-1.3 0.7 0.9
0.6 -1.0 0.9
0.1 0.2 -0.7
-0.1 0.0 -0.2
0.4 0.1 0.1
-0.1 0.2 -0.7
-0.2 -2.4 0.6
-0.4 0.0 0.4
-0.3 1.1 -0.2
-0.1 -0.5 2.0
0.6 -0.4 -2.0
0.5 1.1 0.8
-0.4 -1.3 -0.3
0.9 1.6 -0.7
0.1 -0.6 -1.7
0.1 0.3 0.4
-0.5 1.0 0.1
0.0 0.2 -0.1

Its LUMO energy is -1.66 eV.

This record from OMol25 describes C34H22Cl2F12N2O4Se4Sn as an isolated structure. The level of theory is the ωB97M-V functional and the def2-TZVPD basis.

Each line ends with the Mulliken charge.
Atoms and positions in Å:
Sn: -0.0441 0.7607 -1.2857  0.8344
C: -0.4001 3.3506 4.9394  -1.6519
C: -0.7869 2.8568 3.5689  0.7803
C: -1.1984 3.7334 2.5716  -1.1100
C: -1.5365 3.2543 1.3230  -0.0011
C: -1.4847 1.8894 1.0223  -0.8373
N: -1.8266 1.4284 -0.2591  0.4768
C: -3.0991 1.6507 -0.7222  0.2992
C: -4.0877 2.1646 0.1525  -0.1717
C: -5.3784 2.4417 -0.2433  -1.4882
C: -5.7936 2.2084 -1.5455  0.4421
C: -7.1938 2.5089 -2.0129  -1.5337
C: -4.8577 1.6421 -2.3969  -0.6182
C: -3.5488 1.3299 -2.0347  -0.4294
C: -2.6929 0.5971 -3.0889  1.6540
O: -1.4745 0.1482 -2.7085  -0.9656
C: -3.4651 -0.6768 -3.5903  0.5045
F: -4.4863 -0.4255 -4.4552  -0.2794
F: -2.6511 -1.5227 -4.2358  -0.2542
F: -3.9936 -1.3522 -2.5582  -0.2497
C: -2.4403 1.5558 -4.2982  0.4912
F: -3.5469 2.0268 -4.9234  -0.2861
F: -1.7596 2.6269 -3.8725  -0.2359
F: -1.7045 0.9575 -5.2530  -0.2823
C: -1.0174 0.9969 2.0021  -1.2138
C: -0.7006 1.5064 3.2624  -0.4812
C: -0.8102 -0.4876 1.6033  2.6994
O: -0.0601 -0.6315 0.4761  -0.5156
C: -0.0360 -1.2494 2.7229  -0.0041
F: 0.3342 -2.4802 2.3503  -0.2943
F: 1.1039 -0.6088 3.0407  -0.1389
F: -0.7408 -1.3910 3.8768  -0.3342
C: -2.2052 -1.2103 1.4665  0.1594
F: -2.1292 -2.5365 1.7417  -0.3367
F: -2.7192 -1.1241 0.2466  -0.0491
F: -3.1147 -0.7067 2.3335  -0.3277
H: -0.6842 4.3956 5.0726  0.3952
H: 0.6789 3.2771 5.0986  0.2861
H: -0.8852 2.7657 5.7243  0.3549
H: -1.2436 4.7995 2.7696  0.2726
H: -1.8561 3.9300 0.5393  0.7953
H: -3.8186 2.3420 1.1833  0.4043
H: -6.0774 2.8429 0.4858  0.2572
H: -7.7590 3.0254 -1.2342  0.3483
H: -7.7419 1.5976 -2.2700  0.3005
H: -7.1932 3.1471 -2.9005  0.3374
H: -5.1803 1.4105 -3.4018  0.5214
H: -0.3769 0.8433 4.0511  0.5005
Se: 0.6455 3.9304 -1.1150  -0.4573
Se: 1.4625 3.7587 -3.2536  -0.1588
Se: 3.8007 3.5296 -2.9921  -0.2726
Se: 4.1735 1.2708 -2.9735  0.0041
Cl: 0.6131 -3.0159 -1.2534  -0.1041
C: 2.1284 -3.7660 -1.5955  0.4052
C: 2.1812 -4.7918 -2.5188  -0.6148
C: 3.3930 -5.3931 -2.8237  -0.4609
C: 4.5476 -4.9218 -2.2277  -0.5869
C: 4.4937 -3.8688 -1.3273  0.7834
Cl: 6.0053 -3.2272 -0.7628  -0.1856
C: 3.2777 -3.2855 -0.9361  -0.5255
N: 3.1795 -2.2479 -0.0269  0.5940
C: 3.8841 -2.1728 1.1961  0.0836
C: 4.2986 -3.3139 1.8707  -0.2561
C: 4.9856 -3.2058 3.0696  -0.6595
C: 5.2442 -1.9567 3.6126  -0.7316
C: 4.8141 -0.8195 2.9420  -0.7351
C: 4.1405 -0.9068 1.7338  0.6239
C: 3.6871 0.3072 0.9800  0.3438
C: 4.4072 0.4249 -0.3548  0.3298
O: 5.5610 0.1378 -0.5379  -0.6598
O: 3.5641 0.8958 -1.2791  0.1847
H: 1.2615 -5.1110 -2.9893  0.4449
H: 3.4373 -6.2051 -3.5372  0.3518
H: 5.5154 -5.3345 -2.4784  0.4093
H: 2.2946 -1.7484 -0.0431  -0.4389
H: 4.0817 -4.2873 1.4478  0.5480
H: 5.3082 -4.1034 3.5834  0.3942
H: 5.7757 -1.8657 4.5518  0.3736
H: 5.0126 0.1625 3.3556  0.4091
H: 3.9016 1.2234 1.5353  0.5999
H: 2.6074 0.2989 0.8132  -1.0605

Forces on the atoms, in the same order (eV/Å):
0.0 0.0 -0.1
0.0 0.0 0.0
0.0 0.0 0.0
0.0 0.0 0.0
0.0 0.0 0.0
0.0 0.0 0.0
0.0 0.2 0.0
0.0 -0.1 0.0
0.0 0.0 0.0
0.0 0.0 0.0
0.0 0.0 0.0
0.0 0.0 0.0
0.0 0.0 0.0
0.0 0.0 -0.1
-0.1 0.1 0.0
0.0 -0.1 0.2
0.1 0.0 0.0
0.0 0.0 0.1
-0.1 0.0 0.0
0.0 0.0 -0.1
0.1 -0.1 0.0
0.0 0.0 0.0
0.0 0.0 0.0
-0.1 0.0 0.0
0.0 0.0 0.0
0.0 0.0 0.0
0.0 0.0 0.0
0.0 0.0 0.0
0.0 0.0 0.0
0.0 0.0 0.0
0.1 0.0 0.0
0.0 0.0 0.0
0.0 0.0 0.0
0.0 0.0 0.0
0.0 0.0 0.0
0.0 0.0 0.0
0.0 0.0 0.0
0.0 0.0 0.0
0.0 0.0 0.0
0.0 0.0 0.0
0.0 0.0 0.0
0.0 0.0 0.0
0.0 0.0 0.0
0.0 0.0 0.0
0.0 0.0 0.0
0.0 0.0 0.0
0.0 0.0 0.0
0.0 0.0 0.0
-0.1 0.0 0.1
0.2 0.0 -0.1
-0.1 0.0 0.0
0.1 0.0 -0.1
0.0 -0.1 0.0
0.0 0.0 0.0
0.0 0.0 0.0
0.0 0.0 0.0
0.0 0.0 0.0
0.0 0.0 0.0
0.0 0.0 0.0
0.0 0.0 0.0
0.1 0.1 -0.1
-0.1 0.0 0.0
0.0 0.0 0.0
0.0 0.0 0.0
0.0 0.0 0.0
0.0 0.0 0.0
-0.1 -0.1 0.0
0.0 0.0 0.0
-0.1 0.0 -0.1
0.0 0.1 0.0
0.0 0.0 0.1
0.0 0.0 0.0
0.0 0.0 0.0
0.0 0.0 0.0
0.0 0.0 0.0
0.0 0.0 0.0
0.0 0.0 0.0
0.0 0.0 0.0
0.0 0.0 0.0
0.0 0.0 0.0
0.0 0.0 0.0

The net charge is -2. Its LUMO energy is 3.94 eV.

Asked for energy relative to the best compared isomer or geometry (same formula, charge and spin) across the records above, the calculation gives 39.3, 23.1, 9.9 kcal per mole in order.
Asked for calculated total energy across the records above, the calculation gives -197873.7864, -186645.1830, -371664.3915 eV in order.